1.
Formula: C22H12ClCo2NO10S
Source: the Open Molecules 2025 dataset
Level of theory: wB97M-V/def2-TZVPD

Cartesian coordinates (Å):
O 3.626 -5.982 -2.855
N 3.183 -5.488 -1.792
O 2.777 -6.192 -0.839
C 3.136 -4.067 -1.665
C 2.690 -3.481 -0.466
C 2.661 -2.098 -0.340
C 3.026 -1.294 -1.428
S 2.971 0.507 -1.314
C 1.242 0.961 -1.639
Cl 1.172 2.481 -2.456
O 3.220 0.826 0.080
O 3.858 0.983 -2.339
C 3.454 -1.879 -2.632
C 3.531 -3.261 -2.744
H 2.364 -4.130 0.349
H 2.356 -1.653 0.606
H 0.929 0.178 -2.338
H 3.713 -1.261 -3.490
H 3.876 -3.732 -3.660
O -0.405 -1.683 -0.717
C -0.304 -0.619 -0.263
Co 0.134 0.989 0.334
C 0.991 0.638 1.803
O 1.569 0.441 2.787
C 1.055 2.538 0.445
O 1.696 3.481 0.600
C -1.645 1.557 0.794
C -2.404 0.725 1.751
C -2.748 -0.611 1.454
C -3.362 -1.421 2.406
C -3.695 -0.891 3.662
C -3.442 0.462 3.932
C -2.793 1.270 2.995
C -1.706 2.986 0.720
C -1.530 4.090 1.457
Co -1.939 2.251 -0.849
C -1.661 1.057 -2.144
O -1.647 0.338 -3.048
C -1.166 3.729 -1.420
O -0.784 4.792 -1.671
C -3.639 2.491 -1.217
O -4.751 2.616 -1.513
H -2.551 -1.003 0.453
H -3.545 -2.471 2.177
H -4.168 -1.527 4.409
H -3.749 0.898 4.884
H -2.591 2.322 3.219
H -1.455 5.066 0.970
H -1.548 4.071 2.552

Frontier orbital gap, eV: 2.1
Largest force on an atom, eV Å⁻¹: 7.16
Energy, eV: -143578.23655
Charge: -2

2.
Formula: C22H12F3I2N3O5SSc
Source: the Open Molecules 2025 dataset
Level of theory: wB97M-V/def2-TZVPD

Cartesian coordinates (Å):
Sc -0.170 0.019 -0.086
O -1.695 -2.286 3.271
C -1.262 -1.396 2.406
O -0.905 -1.665 1.272
C -1.246 0.010 2.913
C -1.598 0.442 4.183
C -1.509 1.803 4.445
C -1.076 2.675 3.452
C -0.748 2.144 2.213
N -0.845 0.849 1.978
C -0.259 2.867 0.987
O -0.118 4.173 0.991
O 0.006 2.236 -0.021
H -1.687 -3.159 2.841
H -1.928 -0.261 4.935
H -1.776 2.187 5.419
H -1.001 3.733 3.666
H -0.371 4.562 1.839
F -5.960 0.174 -3.248
C -5.110 0.288 -2.218
F -5.230 1.534 -1.743
F -5.530 -0.555 -1.265
C -3.695 -0.015 -2.647
C -3.427 -0.352 -3.951
C -2.116 -0.609 -4.345
C -1.136 -0.541 -3.386
N -1.376 -0.247 -2.097
C -2.639 0.051 -1.718
S -2.781 0.527 -0.064
H -4.234 -0.397 -4.669
H -1.862 -0.848 -5.366
H -0.108 -0.696 -3.664
I 3.180 0.610 3.755
C 3.605 -0.137 1.876
C 4.939 -0.509 1.571
C 5.271 -1.018 0.347
I 7.244 -1.544 -0.007
C 4.263 -1.187 -0.650
C 4.479 -1.740 -1.928
C 3.420 -1.894 -2.775
C 2.146 -1.472 -2.364
N 1.886 -0.912 -1.200
C 2.950 -0.794 -0.339
C 2.624 -0.269 0.937
O 1.359 0.036 1.124
H 5.697 -0.387 2.332
H 5.474 -2.054 -2.214
H 3.534 -2.337 -3.754
H 1.320 -1.640 -3.035

Frontier orbital gap, eV: 6.5
Largest force on an atom, eV Å⁻¹: 0.75
Energy, eV: -93607.26487
Charge: +1

3.
Formula: C22H13F4N6O4Pd
Source: the Open Molecules 2025 dataset
Level of theory: wB97M-V/def2-TZVPD

Cartesian coordinates (Å):
Pd 0.247 0.316 -0.123
C 3.219 0.000 3.287
C 2.612 1.143 2.494
C 3.570 2.318 2.353
O 1.367 1.572 3.064
C 2.131 0.672 1.132
O 1.821 -0.538 0.897
O 1.825 1.526 0.226
H 3.482 0.357 4.285
H 4.135 -0.360 2.819
H 2.524 -0.833 3.372
H 3.854 2.667 3.345
H 3.093 3.134 1.815
H 4.478 2.027 1.824
H 1.431 1.481 4.021
F -3.764 -5.861 0.177
C -3.728 -5.145 1.289
C -4.316 -5.610 2.404
F -4.923 -6.779 2.368
C -4.323 -4.879 3.663
C -3.633 -3.598 3.610
C -3.054 -3.139 2.492
F -2.435 -1.958 2.506
C -3.048 -3.869 1.242
C -2.440 -3.394 0.117
C -1.751 -2.140 0.045
N -1.128 -1.200 -0.157
C -2.382 -4.056 -1.153
N -2.275 -4.580 -2.169
F -3.579 -2.870 4.709
C -4.922 -5.347 4.790
C -4.944 -4.638 6.035
N -5.004 -4.130 7.063
C -5.603 -6.605 4.872
N -6.143 -7.608 5.019
N -3.243 5.849 -2.688
C -3.170 4.602 -3.206
O -3.707 4.258 -4.234
C -2.371 3.591 -2.411
C -1.839 2.514 -3.109
C -1.128 1.555 -2.420
N -0.957 1.628 -1.093
C -1.472 2.654 -0.408
C -2.186 3.656 -1.037
H -3.732 6.545 -3.228
H -2.643 6.156 -1.944
H -1.993 2.435 -4.176
H -0.687 0.703 -2.918
H -1.295 2.659 0.660
H -2.606 4.452 -0.438

Frontier orbital gap (alpha / beta), eV: 6.3 / 6.3
Largest force on an atom, eV Å⁻¹: 0.55
Energy, eV: -54495.70121
Charge: +1